[1]
Molecular formula: C20H22N2O4
Method: DFT, wB97M-V/def2-TZVPD

Output
* HOMO level: -7.29 eV
* LUMO level: 0.02373 Eh
* gap between HOMO and LUMO: 7.9 eV
* total charge: 0
* SMILES string: CC(C)(C)C(=O)NC[C@]12C=C[C@H](O1)c1c2c(O)n(-c2ccccc2)c1O

Bonds (Å) are listed after each position.
Atoms and positions in Å:
1 O -0.981 1.571 -2.516  C5 1.237
2 O 1.863 -1.555 3.081  C6 1.363, H27 0.960
3 O -0.629 1.713 0.272  C7 1.382, H28 0.987
4 O 3.208 -0.197 -0.795  C20 1.442, C24 1.461
5 C -0.428 0.481 -2.707  O1 1.237, N19 1.371, C26 1.536
6 C 1.500 -0.636 2.141  O2 1.363, C9 1.347, N18 1.426
7 C 0.300 0.855 0.828  O3 1.382, C11 1.372, N18 1.434
8 C 4.286 1.124 0.647  C10 1.382, C20 1.519, H29 1.070
9 C 2.288 -0.139 1.169  C6 1.347, C11 1.409, C20 1.470
10 C 3.561 1.938 -0.202  C8 1.382, C24 1.541, H30 1.096
11 C 1.559 0.701 0.303  C7 1.372, C9 1.409, C24 1.481
12 C -2.984 0.077 4.657  C13 1.398, C14 1.407, H31 1.099
13 C -3.240 0.012 3.284  C12 1.398, C15 1.406, H32 1.100
14 C -1.668 0.155 5.151  C12 1.407, C16 1.422, H33 1.072
15 C -2.163 -0.042 2.382  C13 1.406, C17 1.396, H34 1.081
16 C -0.598 0.124 4.215  C14 1.422, C17 1.387, H35 1.099
17 C -0.850 0.006 2.856  C15 1.396, C16 1.387, N18 1.395
18 N 0.237 0.007 1.982  C6 1.426, C7 1.434, C17 1.395
19 N 0.938 0.408 -2.617  C5 1.371, C25 1.459, H36 1.025
20 C 3.632 -0.245 0.583  O4 1.442, C8 1.519, C9 1.470, H37 1.104
21 C -2.300 -0.599 -4.102  C26 1.548, H38 1.092, H39 1.115, H40 1.073
22 C -2.138 -0.934 -1.690  C26 1.527, H41 1.091, H42 1.107, H43 1.110
23 C -0.443 -2.032 -3.210  C26 1.539, H44 1.085, H45 1.091, H46 1.086
24 C 2.457 1.056 -0.818  O4 1.461, C10 1.541, C11 1.481, C25 1.567
25 C 1.824 1.485 -2.186  N19 1.459, C24 1.567, H47 1.104, H48 1.075
26 C -1.285 -0.771 -2.946  C5 1.536, C21 1.548, C22 1.527, C23 1.539
27 H 1.105 -1.793 3.619  O2 0.960
28 H -0.592 1.800 -0.710  O3 0.987
29 H 5.148 1.382 1.226  C8 1.070
30 H 3.716 3.007 -0.388  C10 1.096
31 H -3.863 0.122 5.314  C12 1.099
32 H -4.248 -0.055 2.850  C13 1.100
33 H -1.507 0.197 6.210  C14 1.072
34 H -2.336 -0.045 1.315  C15 1.081
35 H 0.443 0.209 4.554  C16 1.099
36 H 1.304 -0.546 -2.538  N19 1.025
37 H 4.252 -1.116 0.857  C20 1.104
38 H -2.940 -1.478 -4.201  C21 1.092
39 H -1.776 -0.548 -5.086  C21 1.115
40 H -2.930 0.262 -3.986  C21 1.073
41 H -2.610 -0.019 -1.328  C22 1.091
42 H -1.485 -1.270 -0.861  C22 1.107
43 H -2.910 -1.710 -1.874  C22 1.110
44 H 0.119 -1.986 -4.137  C23 1.085
45 H 0.244 -2.234 -2.388  C23 1.091
46 H -1.094 -2.901 -3.224  C23 1.086
47 H 2.642 1.706 -2.893  C25 1.104
48 H 1.368 2.454 -2.097  C25 1.075

[2]
Molecular formula: C5H7ClO
Method: DFT, wB97M-V/def2-TZVPD

Output
* HOMO level: -9.37 eV
* LUMO level: 0.03054 Eh
* gap between HOMO and LUMO: 10.2 eV
* total charge: 0
* SMILES string: O[C@H]1C=C(Cl)CC1

Bonds (Å) are listed after each position.
Atoms and positions in Å:
1 C 0.078 -0.279 0.989  C2 1.550, C5 1.452, H7 1.104, O13 1.439
2 C 1.041 0.302 -0.077  C1 1.550, C3 1.551, H8 1.127, H9 1.072
3 C 0.317 -0.046 -1.404  C2 1.551, C4 1.499, H10 1.092, H11 1.071
4 C -1.113 -0.025 -0.956  C3 1.499, C5 1.312, Cl14 1.779
5 C -1.216 -0.123 0.349  C1 1.452, C4 1.312, H12 1.076
6 H 0.743 0.155 2.793  O13 0.986
7 H 0.288 -1.314 1.310  C1 1.104
8 H 2.059 -0.180 -0.019  C2 1.127
9 H 1.202 1.362 -0.059  C2 1.072
10 H 0.619 -1.049 -1.713  C3 1.092
11 H 0.412 0.604 -2.250  C3 1.071
12 H -2.072 -0.122 1.000  C5 1.076
13 O 0.057 0.520 2.186  C1 1.439, H6 0.986
14 Cl -2.415 0.195 -2.149  C4 1.779

Q: What is the LUMO level in the first record?
A: 0.02373 Eh

Q: The lowest gap between HOMO and LUMO belongs to which entry?
A: C20H22N2O4

Q: Among the records above, which one has the lowest LUMO level?
A: C20H22N2O4